DFT (ωB97M-V/def2-TZVPD) results for a structure of composition C32H48Cl2Ge3NNiS at a distorted geometry.

## Properties
HOMO: -4.12 eV
LUMO level: 2.61 eV
Relative energy (zero: lowest compared OMol25 entry of this formula, charge and spin): 0.0 kcal/mol
Total energy: -10360.60865 Ha
Frontier orbital gap: 6.729 eV
Strongest force on any atom: 1.097 eV/A

Structure (ORCA input):
```
! RIJCOSX wB97M-V def2-TZVPD def2/J DEFGRID3
* xyz -1 1
Ni -1.7938 -0.7781 0.6809
C 0.0963 -1.7307 -2.7742
C -0.1418 -2.8620 -1.7835
Ge -0.1792 -2.2984 0.1391
C -0.1827 -4.0026 1.1501
C -0.1081 -3.9353 2.6665
C 1.7152 -1.7119 0.2321
C 2.4306 -0.5980 0.0376
Ge 1.7376 1.2097 -0.3837
C 2.0283 2.7210 0.8893
C 3.2149 2.8356 1.8328
C 2.6645 1.7213 -2.0671
C 4.0620 2.3032 -1.8806
C 3.9110 -0.7614 -0.0565
C 4.4447 -1.6615 -0.9829
C 5.8137 -1.8480 -1.0960
C 6.6839 -1.1407 -0.2801
C 6.1683 -0.2474 0.6470
C 4.7990 -0.0553 0.7499
H 0.2148 -2.0939 -3.7993
H 1.0008 -1.1676 -2.5233
H -0.7411 -1.0324 -2.7743
H 0.6679 -3.5978 -1.8580
H -1.0687 -3.3899 -2.0157
H 0.6819 -4.5577 0.7627
H -1.0711 -4.5547 0.8293
H 0.8356 -3.4906 2.9940
H -0.1685 -4.9334 3.1105
H -0.9040 -3.3262 3.0917
H 2.3390 -2.6032 0.3779
H 1.1069 2.7766 1.4743
H 2.0015 3.5960 0.2288
H 3.2340 2.0099 2.5468
H 3.1595 3.7582 2.4166
H 4.1673 2.8442 1.3003
H 2.0369 2.4512 -2.5844
H 2.7042 0.8406 -2.7143
H 4.0373 3.1915 -1.2444
H 4.5046 2.6020 -2.8344
H 4.7425 1.5889 -1.4149
H 3.7650 -2.2014 -1.6304
H 6.1999 -2.5463 -1.8287
H 7.7535 -1.2847 -0.3664
H 6.8351 0.3055 1.2976
H 4.4166 0.6343 1.4859
Cl -3.5299 0.8781 1.1320
C -4.7732 0.4183 -0.0110
C -5.9974 1.0463 0.1178
C -7.0100 0.7394 -0.7779
C -6.7610 -0.1829 -1.7831
C -5.5222 -0.7877 -1.8776
Cl -5.2913 -1.9291 -3.1728
C -4.4620 -0.5280 -0.9907
S -2.9356 -1.3496 -1.1397
H -6.1436 1.7632 0.9129
H -7.9781 1.2128 -0.6936
H -7.5214 -0.4461 -2.5048
C 0.6553 0.0482 3.0988
C -0.6649 -0.5279 3.4713
C -1.1509 -0.7250 4.7482
C -2.4063 -1.3569 4.6091
C -2.6260 -1.5085 3.2550
C -3.7875 -2.1776 2.5895
N -1.5605 -0.9992 2.5465
H 1.1525 0.4305 3.9935
H 0.5618 0.8778 2.3925
H 1.3168 -0.6858 2.6381
H -0.6466 -0.4577 5.6639
H -3.0707 -1.6818 5.3953
H -3.9930 -3.1459 3.0532
H -3.5874 -2.3596 1.5320
H -4.7055 -1.5845 2.6510
C -0.1472 4.3052 -1.7154
Ge -0.9266 2.5040 -1.9223
C -2.8726 2.7303 -1.8203
C -0.5850 1.8453 -3.7421
C -0.2246 1.2773 -0.5607
H -0.6081 4.9815 -2.4370
H 0.9312 4.3290 -1.8717
H -0.3512 4.6888 -0.7148
H -3.1825 3.3635 -2.6547
H -3.1900 3.2027 -0.8918
H -3.3746 1.7694 -1.9157
H -0.7516 2.6503 -4.4596
H -1.2922 1.0436 -3.9606
H 0.4213 1.4550 -3.8838
H -0.6502 0.2981 -0.7732
H -0.5732 1.5965 0.4256
*
```



DFT (ωB97M-V/def2-TZVPD) results for a cluster of 7 separate species, ClH12O6 in total.

## Properties
HOMO: -6.56 eV
LUMO level: 3.39 eV
Relative energy (zero: lowest compared OMol25 entry of this formula, charge and spin): 3.8 kcal/mol
Total energy: -918.95993 Ha
Frontier orbital gap: 9.953 eV
Strongest force on any atom: 0.279 eV/A

Structure (ORCA input):
```
! RIJCOSX wB97M-V def2-TZVPD def2/J DEFGRID3
* xyz -1 1
Cl 5.6604 -10.6715 -19.3053
O 8.6762 -9.5350 -18.2997
H 8.2945 -8.7950 -17.8136
H 7.8881 -9.9897 -18.6397
O 2.6327 -9.8262 -18.2494
H 3.5877 -10.0058 -18.3345
H 2.2462 -10.4162 -18.9034
O 8.1923 -13.2531 -19.3611
H 7.5967 -13.7257 -19.9497
H 7.6664 -12.4894 -19.0819
O 6.1942 -7.5900 -18.2996
H 5.9098 -8.5097 -18.4682
H 5.8340 -7.1025 -19.0457
O 5.1309 -9.6426 -22.3359
H 5.0135 -10.4517 -22.8408
H 5.1785 -9.9498 -21.4063
O 5.0848 -10.4073 -15.9413
H 5.1676 -10.4617 -16.9080
H 4.2594 -10.8668 -15.7595
*
```



DFT (ωB97M-V/def2-TZVPD) results for a structure of composition C17H39F7N7O9S2 at a distorted geometry.

## Properties
HOMO: -5.95 eV
LUMO level: 1.89 eV
Total energy: -3227.15133 Ha
Frontier orbital gap: 7.838 eV
Strongest force on any atom: 4.855 eV/A

Structure (ORCA input):
```
! RIJCOSX wB97M-V def2-TZVPD def2/J DEFGRID3
* xyz -1 1
N -0.5437 0.3676 0.0907
H -0.5737 1.3768 0.1149
H -0.1539 0.0726 -0.7932
H -1.4904 0.0395 0.2176
H 0.0431 0.1309 0.8779
C 2.6875 2.4410 -0.1259
F 2.9975 3.1858 0.9408
F 3.6935 2.4311 -0.9949
F 2.3740 1.2084 0.3135
S 1.2470 3.2231 -1.1916
O 1.5922 4.6309 -1.4333
O 1.1549 2.3946 -2.4008
N -0.1240 2.9253 -0.1490
S -0.3348 4.2445 0.6726
O 0.8271 5.0798 1.0051
O -1.4610 5.0707 0.1166
C -0.8782 3.3994 2.3787
F -1.5218 4.3173 3.1385
F -1.6405 2.3053 2.2087
F 0.1949 3.0390 3.0510
F 0.3764 -0.7513 -2.2058
C -4.5402 1.9015 -2.9147
C -3.1047 2.1223 -2.5466
O -2.2260 1.7543 -3.3489
N -2.8002 2.6511 -1.3815
C -3.7052 2.9044 -0.2511
H -4.7361 1.5741 -3.9358
H -5.1959 2.7224 -2.6243
H -4.9194 1.1091 -2.2696
H -1.8244 2.8500 -1.2129
H -3.1465 3.3310 0.5819
H -4.1198 1.9387 0.0380
H -4.5239 3.5569 -0.5545
C -5.2870 -0.6884 0.4459
C -3.9230 -0.8248 1.1270
O -2.9296 -0.6912 0.4125
N -3.8834 -1.0239 2.4345
C -2.6420 -1.1978 3.1836
H -5.9996 -0.0048 0.9074
H -5.8099 -1.6438 0.4909
H -5.0932 -0.5076 -0.6114
H -4.7456 -1.2498 2.9095
H -2.9035 -1.4774 4.2042
H -2.0242 -0.3005 3.1473
H -2.0932 -2.0451 2.7725
C 5.2387 0.0307 -3.6344
C 3.7419 -0.1556 -3.3670
O 2.9392 0.1163 -4.2413
N 3.2742 -0.6670 -2.2462
C 4.0524 -1.2491 -1.1820
H 5.7168 0.7248 -2.9432
H 5.4067 0.3390 -4.6663
H 5.8875 -0.8443 -3.5942
H 2.2769 -0.8232 -2.2132
H 4.6605 -0.4848 -0.6981
H 4.6773 -2.0445 -1.5881
H 3.2903 -1.6439 -0.5102
C 2.1667 0.4643 3.7800
C 1.5349 -0.7413 3.0899
O 0.6112 -0.5689 2.3442
N 2.0308 -1.9090 3.4113
C 1.6097 -3.2292 2.9034
H 2.9924 0.2229 4.4493
H 1.4697 1.0128 4.4136
H 2.5148 1.1069 2.9712
H 2.8062 -1.9381 4.0578
H 2.2071 -3.9945 3.3990
H 1.5599 -3.2703 1.8154
H 0.5907 -3.3852 3.2575
C -0.5289 -3.4486 -0.0402
C 0.4766 -4.2180 -0.8575
O 0.6603 -5.4137 -0.6398
N 1.1776 -3.5015 -1.7987
C 2.2764 -3.9479 -2.6153
H -0.0466 -2.5188 0.2615
H -0.8050 -4.0407 0.8323
H -1.4520 -3.1674 -0.5471
H 0.8270 -2.5658 -1.9454
H 3.0799 -4.4004 -2.0342
H 2.7599 -3.0776 -3.0592
H 2.0287 -4.6616 -3.4011
*
```



DFT (ωB97M-V/def2-TZVPD) results for a cluster of 3 separate species, CH8O2S2 in total at a distorted geometry.

## Properties
HOMO: -8.97 eV
LUMO level: 0.45 eV
Relative energy (zero: lowest compared OMol25 entry of this formula, charge and spin): 4.1 kcal/mol
Total energy: -989.74513 Ha
Frontier orbital gap: 9.411 eV
Strongest force on any atom: 1.256 eV/A
SMILES string: CSS.O.O

Structure (ORCA input):
```
! RIJCOSX wB97M-V def2-TZVPD def2/J DEFGRID3
* xyz 0 1
C 1.2697 1.5678 -0.7714
S 1.4248 -0.2097 -0.4525
S 2.1613 -0.2687 1.4399
H 1.0963 1.6685 -1.8319
H 0.4962 1.9527 -0.1287
H 2.2228 2.0364 -0.4984
H 1.0707 0.1005 2.0986
O -1.3939 -0.1540 1.5996
H -1.1508 -0.9529 2.0747
H -1.4779 -0.4323 0.6794
O -2.0562 -1.4873 -1.1703
H -2.5277 -2.0633 -1.7831
H -1.1356 -1.7577 -1.2559
*
```



DFT (ωB97M-V/def2-TZVPD) results for a cluster of 5 separate species, C40H65Br2Cl2N2O13S4 in total at a distorted geometry.

## Properties
HOMO: -11.67 eV
LUMO level: -4.41 eV
Total energy: -10311.22801 Ha
Frontier orbital gap: 7.264 eV
Strongest force on any atom: 8.746 eV/A

Structure (ORCA input):
```
! RIJCOSX wB97M-V def2-TZVPD def2/J DEFGRID3
* xyz 1 1
C -1.1615 -3.7465 3.2173
C -2.1422 -2.5065 2.9038
C -1.3403 -1.0866 3.0597
C -0.3533 -0.9316 1.7916
C 0.5973 0.3695 2.0247
C 1.9353 0.1077 2.8244
Cl 2.3431 -1.5409 3.4842
C 2.9235 1.3043 3.0539
C 4.2796 0.9658 3.8844
O 4.2109 0.7797 5.1320
O 5.5881 0.8829 3.2448
N 5.4647 0.2181 2.0374
C 6.0907 1.0140 1.1480
O 6.4027 1.5407 0.0471
C 2.5775 2.7456 2.4902
C 3.6162 3.9512 2.6902
Br 4.2734 4.7250 0.9398
C 3.0907 5.1644 3.6233
C 4.2148 5.5498 4.7610
Br 1.4068 4.7963 4.6134
C 1.1832 2.8613 1.7356
Cl 0.7781 4.5564 1.1155
N 0.2727 1.7131 1.5418
C -1.0297 1.9912 0.8087
C -0.8698 1.9354 -0.8061
C 0.5710 1.4195 -1.3248
C 0.3919 0.7493 -2.8147
C 0.9562 -0.7782 -2.7689
C 1.0050 -1.4965 -4.2161
C 2.5428 -1.8110 -4.6770
C 2.7196 -3.3653 -5.1748
O 3.7701 -4.0472 -4.4302
C 3.2473 -4.9594 -3.4649
C 4.2307 -6.1545 -2.9580
O 2.0965 -4.9049 -2.9267
H -1.6554 -4.7479 2.8829
H -0.9115 -3.8355 4.3528
H -0.1508 -3.6894 2.6653
H -2.5523 -2.4992 1.8125
H -3.0244 -2.4937 3.6614
H -0.7722 -1.0219 4.0764
H -2.1390 -0.2444 3.0848
H -1.0129 -0.7575 0.8505
H 0.2813 -1.8840 1.5750
H 4.5830 3.5463 3.1988
H 3.0352 6.1081 2.9425
H 4.3117 6.6911 4.9009
H 3.8088 5.1101 5.7583
H 5.2447 5.0916 4.5453
H -1.4930 3.0094 1.1340
H -1.8466 1.2049 1.0767
H -1.6828 1.2110 -1.2185
H -1.0763 2.9917 -1.2051
H 1.0376 0.5899 -0.6725
H 1.2864 2.3311 -1.3708
H 1.0463 1.3814 -3.5370
H -0.7012 0.7980 -3.1881
H 0.2332 -1.3737 -2.1028
H 2.0056 -0.7488 -2.2821
H 0.3891 -0.9634 -5.0326
H 0.5071 -2.5420 -4.0799
H 3.2936 -1.6001 -3.8271
H 2.8032 -1.1166 -5.5529
H 3.1072 -3.2796 -6.2710
H 1.7235 -3.9299 -5.2383
H 5.3103 -6.0384 -3.3301
H 4.2602 -6.0628 -1.7974
H 3.8107 -7.1974 -3.1999
C 1.9453 5.7021 -4.3310
C 3.4173 5.8229 -4.7273
C 3.8125 4.5220 -5.4283
S 2.3169 3.8810 -6.1712
O 1.9755 2.6357 -5.5189
O 2.4109 3.9982 -7.6093
C 1.2305 5.1564 -5.5591
H 1.5293 6.6627 -4.0187
H 1.8440 5.0007 -3.4950
H 3.5409 6.6647 -5.4163
H 4.0551 6.0129 -3.8604
H 4.5579 4.6943 -6.2062
H 4.1818 3.7802 -4.7171
H 0.2506 4.7347 -5.3341
H 1.1424 5.9208 -6.3349
C -6.7579 -5.5236 6.0450
C -7.5015 -4.7893 4.9293
C -6.6656 -3.5666 4.5477
S -4.9670 -3.9882 4.9163
O -4.5009 -3.1321 5.9848
O -4.2370 -4.1441 3.6790
C -5.3073 -5.6032 5.5914
H -7.1763 -6.5155 6.2260
H -6.8289 -4.9502 6.9761
H -7.6032 -5.4514 4.0627
H -8.5082 -4.4975 5.2385
H -6.7581 -3.3311 3.4863
H -6.9351 -2.6946 5.1471
H -4.6142 -5.8206 6.4046
H -5.1861 -6.3334 4.7879
C -5.5698 -10.4387 7.0478
C -6.8806 -11.2224 6.9633
C -7.8176 -10.4504 6.0330
S -6.7669 -9.5530 4.8972
O -6.9341 -8.1348 5.1369
O -6.8870 -10.1314 3.5785
C -5.2168 -10.0684 5.6136
H -4.7766 -11.0244 7.5177
H -5.7194 -9.5317 7.6435
H -6.6846 -12.2162 6.5470
H -7.3315 -11.3632 7.9486
H -8.4687 -11.1210 5.4704
H -8.4186 -9.7238 6.5837
H -4.4878 -9.2605 5.5453
H -4.8655 -10.9404 5.0569
C 3.3576 11.4810 -7.6284
C 2.9261 10.5318 -8.7474
C 2.9404 9.1129 -8.1765
S 2.6311 9.2768 -6.4224
O 3.8132 8.8536 -5.7051
O 1.3155 8.7553 -6.1194
C 2.5637 11.0588 -6.3995
H 3.1702 12.5253 -7.8876
H 4.4303 11.3660 -7.4396
H 1.9119 10.7883 -9.0717
H 3.5790 10.6121 -9.6198
H 2.1638 8.4911 -8.6245
H 3.9161 8.6398 -8.3050
H 2.9834 11.4356 -5.4666
H 1.5155 11.3544 -6.4874
*
```



DFT (ωB97M-V/def2-TZVPD) results for a structure of composition C35H44NO3P2PtSi at a distorted geometry.

## Properties
HOMO (spin up / spin down): -6.89 / -10.84 eV
LUMO level (spin up / spin down): -2.00 / -5.82 eV
Relative energy (zero: lowest compared OMol25 entry of this formula, charge and spin): 0.0 kcal/mol
Total energy: -2731.73671 Ha
Frontier orbital gap (spin up / spin down): 4.892 / 5.022 eV
⟨S²⟩: 6.0280
Strongest force on any atom: 3.979 eV/A

Structure (ORCA input):
```
! RIJCOSX wB97M-V def2-TZVPD def2/J DEFGRID3
* xyz 1 5
C -0.8006 3.8671 -1.8243
C -0.8309 2.4979 -1.4866
N 0.0741 2.0243 -0.5749
C 0.8572 2.8651 0.1214
C 0.8222 4.2468 -0.1036
C -0.0078 4.7467 -1.1075
C -1.7244 1.5335 -2.0824
P -2.0432 0.1090 -1.1045
Pt 0.0893 -0.0857 -0.1301
P 2.0377 0.4984 0.9583
C 1.7486 2.2992 1.2165
C 0.0511 -2.1304 0.1457
C -1.0443 -2.6934 0.8009
C -1.0695 -4.0666 1.0619
C -0.0067 -4.8789 0.6527
C 1.0877 -4.3071 -0.0097
C 1.1235 -2.9289 -0.2547
O -0.7493 0.5018 -4.3775
O 0.3784 -1.3247 -3.2781
H -1.4995 4.2085 -2.5841
H 1.4747 4.8808 0.5075
H -0.0372 5.8152 -1.2976
C -3.3713 0.5696 0.0093
C -2.6420 -1.2654 -2.1086
H 2.7163 2.8063 1.2481
H 1.2811 2.4152 2.2120
H -1.0967 0.9539 -3.5311
H -2.5671 1.9551 -2.6059
C 2.4234 -0.1773 2.5668
C 3.5228 0.4078 -0.0620
H -1.8502 -2.0539 1.1450
H -1.9098 -4.4950 1.6157
H -0.0223 -5.9550 0.8525
H 1.9275 -4.9276 -0.3308
H 1.9739 -2.4478 -0.7342
H 0.4728 -0.9928 -2.2192
H 0.2703 -2.2908 -3.3164
H -0.2240 -0.6346 -3.8956
H -0.0472 1.0959 -4.7415
H 1.0508 -0.3397 -1.4140
H -4.2258 0.9125 -0.6017
H -3.6501 -0.3139 0.6011
H -3.0277 1.3698 0.6771
H -3.5408 -0.9269 -2.6533
H -1.8876 -1.6287 -2.8196
H -2.9165 -2.0794 -1.4297
H 4.3655 0.8765 0.4681
H 3.7560 -0.6459 -0.2457
H 3.3719 0.9075 -1.0214
H 3.3961 0.2132 2.9021
H 1.6402 0.1087 3.2825
H 2.4754 -1.2661 2.4731
O -1.0962 0.4051 2.0751
Si -1.4415 0.2283 3.6106
C -0.2670 1.2820 4.6221
C -0.1330 2.6391 4.2875
C 0.7115 3.4662 5.0375
C 1.4408 2.9275 6.1014
C 1.3336 1.5690 6.4171
C 0.4662 0.7471 5.6880
C -3.1910 0.8245 3.9358
C -4.2629 0.1250 3.3594
C -5.5753 0.5796 3.5395
C -5.8141 1.7301 4.2993
C -4.7453 2.4310 4.8709
C -3.4344 1.9733 4.6982
C -1.3385 -1.5385 4.2354
C -2.4062 -2.1180 4.9413
C -2.3387 -3.4461 5.3664
C -1.1789 -4.1951 5.1392
C -0.0999 -3.6173 4.4525
C -0.1953 -2.3032 3.9913
H -0.6977 3.0541 3.4467
H 0.7854 4.5268 4.7833
H 2.1013 3.5680 6.6836
H 1.9134 1.1357 7.2338
H 0.3522 -0.3089 5.9446
H -4.0801 -0.7774 2.7710
H -6.4022 0.0260 3.0859
H -6.8316 2.0894 4.4388
H -4.9170 3.3344 5.4577
H -2.5953 2.5028 5.1538
H -3.2957 -1.5200 5.1553
H -3.1931 -3.8923 5.8813
H -1.1128 -5.2269 5.4800
H 0.8145 -4.1939 4.2619
H 0.6250 -1.8843 3.4094
*
```



Question: Number 4 is which compound?
Answer: CH8O2S2



Question: What is the formula in the sixth record?
Answer: C35H44NO3P2PtSi